Record 1
This record from OMol25 describes a molecular structure, C50H49As2FMnOSe. The level of theory is the ωB97M-V functional and the def2-TZVPD basis.

Results
Molar mass, g mol⁻¹: 968.681
Energy above the lowest of the compared OMol25 structures with the same formula, charge and spin, kcal per mole: 21.6
Kohn-Sham gap (alpha / beta), eV: 5.949 / 6.287
E, Ha: -10133.7791

The geometry in ORCA input format:
```
! wB97M-V def2-TZVPD RIJCOSX def2/J DEFGRID3
* xyz 0 6
Mn 0.289 1.961 -0.221
C -1.322 -1.017 1.614
C -1.175 -1.590 0.223
As 0.357 -2.828 0.010
C -0.475 -4.328 0.948
C 0.242 -4.889 1.996
C -0.294 -5.931 2.744
C -1.552 -6.421 2.441
C -2.273 -5.873 1.389
C -1.738 -4.833 0.650
C -0.083 -3.313 -1.834
C -0.145 -4.638 -2.249
C -0.361 -4.947 -3.585
C -0.510 -3.937 -4.519
C -0.434 -2.613 -4.117
C -0.218 -2.300 -2.784
As 0.012 0.349 2.035
C 1.558 -0.691 2.563
C 1.396 -1.867 3.291
C 2.505 -2.600 3.682
C 3.780 -2.157 3.354
C 3.942 -0.982 2.641
C 2.832 -0.246 2.244
C -0.580 0.989 3.772
C 0.374 1.340 4.724
C -0.019 1.837 5.956
C -1.365 1.982 6.253
C -2.318 1.631 5.311
C -1.929 1.139 4.073
H -1.306 -1.801 2.382
H -2.290 -0.506 1.719
H -1.050 -0.823 -0.531
H -2.081 -2.156 -0.031
H 1.232 -4.512 2.236
H 0.275 -6.359 3.558
H -1.973 -7.232 3.018
H -3.252 -6.262 1.143
H -2.301 -4.423 -0.182
H -0.034 -5.442 -1.530
H -0.409 -5.984 -3.892
H -0.672 -4.181 -5.562
H -0.520 -1.817 -4.847
H -0.092 -1.266 -2.495
H 0.408 -2.226 3.564
H 2.373 -3.516 4.242
H 4.646 -2.732 3.654
H 4.932 -0.638 2.375
H 2.971 0.648 1.647
H 1.430 1.219 4.508
H 0.731 2.107 6.688
H -1.672 2.364 7.216
H -3.371 1.734 5.539
H -2.693 0.870 3.356
C 7.252 0.741 -4.627
C 6.001 0.726 -3.798
C 5.466 -0.458 -3.323
C 4.309 -0.493 -2.557
C 3.810 -1.812 -2.070
C 3.659 0.711 -2.255
Se 2.077 0.649 -1.171
C 4.189 1.929 -2.712
C 3.575 3.265 -2.427
C 5.348 1.907 -3.478
H 7.624 -0.268 -4.798
H 8.043 1.310 -4.138
H 7.076 1.200 -5.600
H 5.965 -1.391 -3.553
H 4.489 -2.607 -2.371
H 2.821 -2.031 -2.469
H 3.709 -1.819 -0.981
H 2.756 3.195 -1.714
H 3.184 3.712 -3.343
H 4.324 3.949 -2.027
H 5.753 2.847 -3.833
F -4.619 5.961 -2.017
C -3.416 5.546 -1.543
C -2.434 5.163 -2.443
C -1.218 4.732 -1.949
C -0.953 4.661 -0.571
C 0.312 4.084 -0.070
C -1.972 5.083 0.288
C -3.199 5.522 -0.180
H -2.623 5.218 -3.505
H -0.449 4.427 -2.650
H 0.536 4.454 0.937
H 1.150 4.365 -0.725
H -1.798 5.072 1.359
H -3.977 5.845 0.495
C -3.186 0.515 -2.581
C -2.832 1.195 -1.290
O -1.679 1.581 -1.093
C -3.880 1.448 -0.268
C -3.516 2.131 0.894
C -4.485 2.443 1.831
C -5.802 2.068 1.617
C -6.170 1.384 0.465
C -5.211 1.077 -0.484
H -2.278 0.333 -3.147
H -3.858 1.154 -3.152
H -3.703 -0.425 -2.391
H -2.484 2.442 1.037
H -4.212 2.988 2.726
H -6.552 2.317 2.355
H -7.200 1.100 0.304
H -5.501 0.562 -1.386
*
```



Record 2
This record from OMol25 describes 9 unconnected molecules or ions with the total composition C50H49F7N2. The level of theory is the ωB97M-V functional and the def2-TZVPD basis.

Results
Molar mass, g mol⁻¹: 810.942
SMILES: Fc1ccccc1.Fc1ccccc1.Fc1ccccc1.Fc1ccccc1.Fc1ccccc1.Fc1ccccc1.Fc1ccccc1.CCCC#N.CCCC#N
Kohn-Sham gap, eV: 9.465
E, Ha: -2743.1890

The geometry in ORCA input format:
```
! wB97M-V def2-TZVPD RIJCOSX def2/J DEFGRID3
* xyz 0 1
F 3.798 -2.578 2.161
C 3.510 -2.449 3.474
C 4.538 -2.404 4.374
C 4.267 -2.314 5.742
C 2.964 -2.270 6.160
C 1.903 -2.339 5.265
C 2.172 -2.454 3.896
H 5.513 -2.443 3.873
H 5.164 -2.271 6.343
H 2.847 -2.139 7.208
H 0.883 -2.351 5.589
H 1.391 -2.422 3.183
F 0.707 -3.342 -9.295
C 1.677 -3.421 -8.326
C 2.863 -4.013 -8.674
C 3.824 -4.237 -7.697
C 3.674 -3.778 -6.389
C 2.440 -3.160 -6.084
C 1.414 -3.010 -7.019
H 3.090 -4.264 -9.702
H 4.728 -4.784 -8.042
H 4.439 -3.947 -5.660
H 2.245 -2.754 -5.083
H 0.470 -2.501 -6.793
F 2.328 4.386 2.589
C 2.958 3.194 2.651
C 2.934 2.524 3.894
C 3.684 1.358 3.987
C 4.359 0.826 2.881
C 4.338 1.499 1.660
C 3.662 2.737 1.546
H 2.375 2.934 4.745
H 3.579 0.891 4.978
H 4.891 -0.113 2.955
H 4.827 1.102 0.785
H 3.706 3.316 0.640
F -0.372 -0.219 4.464
C -0.080 0.970 5.055
C -0.617 2.110 4.430
C -0.434 3.283 5.095
C 0.390 3.414 6.239
C 0.918 2.215 6.803
C 0.684 0.987 6.189
H -1.233 2.035 3.549
H -0.894 4.227 4.812
H 0.479 4.429 6.610
H 1.539 2.229 7.706
H 1.042 0.109 6.728
F -2.311 -1.180 -2.766
C -2.752 -0.746 -3.969
C -1.734 -0.310 -4.849
C -2.189 0.313 -6.027
C -3.537 0.487 -6.324
C -4.430 -0.167 -5.502
C -4.115 -0.720 -4.241
H -0.690 -0.340 -4.591
H -1.359 0.659 -6.641
H -3.830 1.044 -7.187
H -5.481 -0.188 -5.760
H -4.925 -1.070 -3.566
F 0.493 1.769 -3.286
C -0.231 2.669 -2.585
C -1.477 3.036 -3.036
C -2.181 4.034 -2.383
C -1.741 4.426 -1.106
C -0.494 4.030 -0.619
C 0.283 3.170 -1.406
H -1.853 2.640 -3.943
H -3.151 4.399 -2.766
H -2.353 5.121 -0.501
H -0.076 4.462 0.265
H 1.332 3.034 -1.141
F -0.536 -3.039 2.384
C -1.766 -2.729 1.847
C -2.155 -3.180 0.620
C -3.421 -2.854 0.169
C -4.330 -2.125 0.941
C -3.903 -1.764 2.225
C -2.607 -2.015 2.664
H -1.580 -3.905 0.048
H -3.775 -3.110 -0.799
H -5.296 -1.756 0.570
H -4.600 -1.190 2.810
H -2.370 -1.572 3.612
C -3.165 1.496 1.215
C -2.865 0.988 -0.171
C -3.910 1.407 -1.206
C -5.246 0.748 -0.975
N -6.271 0.259 -0.797
H -3.187 2.567 1.202
H -2.385 1.122 1.910
H -4.137 1.155 1.594
H -2.787 -0.109 -0.208
H -1.908 1.352 -0.550
H -3.668 1.002 -2.200
H -4.035 2.492 -1.152
C 0.950 0.456 1.204
C 1.694 -0.141 0.065
C 0.678 -0.818 -0.852
C 1.228 -1.592 -1.982
N 1.672 -2.278 -2.775
H 1.598 0.837 1.994
H 0.378 -0.299 1.765
H 0.307 1.266 0.865
H 2.365 -0.971 0.386
H 2.302 0.541 -0.548
H -0.108 -0.140 -1.209
H 0.059 -1.473 -0.228
*
```



Record 3
This record from OMol25 describes a molecular structure, C50H50F9InN2P3Si. The level of theory is the ωB97M-V functional and the def2-TZVPD basis.

Results
Molar mass, g mol⁻¹: 1085.772
Kohn-Sham gap, eV: 7.771
E, Ha: -4447.4265

The geometry in ORCA input format:
```
! wB97M-V def2-TZVPD RIJCOSX def2/J DEFGRID3
* xyz 0 2
In -0.067 0.591 -0.149
C -2.639 2.873 -0.214
P -1.762 2.234 1.250
C -3.116 1.746 2.339
C -2.937 1.556 3.748
C -3.992 1.134 4.497
C -5.254 0.852 3.999
C -5.428 0.926 2.621
C -4.394 1.408 1.803
C -0.895 3.582 2.009
C 0.419 3.797 1.898
C 0.993 4.983 2.285
C 0.220 5.977 2.929
C -1.128 5.764 3.112
C -1.700 4.584 2.671
C -1.604 2.981 -1.278
C -1.528 3.947 -2.214
C -0.647 3.472 -3.210
C -0.175 2.256 -2.826
C 0.697 1.362 -3.649
P 1.526 0.094 -2.623
C 2.181 -1.267 -3.735
C 2.513 -2.476 -3.159
C 3.141 -3.507 -3.827
C 3.335 -3.391 -5.193
C 2.954 -2.211 -5.821
C 2.408 -1.124 -5.119
C 3.055 1.011 -2.046
C 2.957 2.278 -1.479
C 4.133 2.920 -1.104
C 5.402 2.401 -1.318
C 5.499 1.092 -1.820
C 4.332 0.456 -2.239
N -0.745 1.952 -1.567
H -3.470 2.218 -0.561
H -2.953 3.898 0.049
H -2.047 2.039 4.258
H -3.921 1.091 5.600
H -6.020 0.568 4.736
H -6.368 0.775 2.118
H -4.626 1.409 0.692
H 1.100 3.073 1.381
H 2.054 5.076 2.167
H 0.739 6.862 3.229
H -1.748 6.550 3.482
H -2.783 4.342 2.685
H -2.269 4.717 -2.273
H -0.277 3.976 -4.093
H -0.022 0.797 -4.361
H 1.453 1.914 -4.270
H 2.467 -2.576 -2.034
H 3.418 -4.413 -3.310
H 3.820 -4.100 -5.829
H 3.218 -2.153 -6.887
H 2.200 -0.186 -5.644
H 1.925 2.620 -1.329
H 4.004 3.914 -0.677
H 6.275 3.014 -1.150
H 6.484 0.666 -1.942
H 4.374 -0.596 -2.610
C 1.779 0.245 1.007
Si 1.294 -1.065 2.279
C -0.568 -1.358 2.075
N -1.017 -1.413 0.614
C -2.482 -1.615 0.542
C -2.899 -3.094 0.522
C -2.350 -3.668 -0.820
C -1.105 -2.880 -1.312
C -0.320 -2.483 -0.064
C 2.347 -2.597 1.982
C 3.352 -2.595 1.026
C 4.296 -3.642 0.832
C 4.253 -4.688 1.715
C 3.230 -4.725 2.689
C 2.260 -3.709 2.819
C 1.411 -0.264 4.004
C 2.344 -0.569 4.990
C 2.466 0.258 6.074
C 1.687 1.411 6.233
C 0.674 1.684 5.278
C 0.571 0.808 4.162
H 2.486 -0.092 0.218
H 2.012 1.230 1.397
H -1.149 -0.544 2.479
H -0.877 -2.309 2.528
H -2.810 -1.200 -0.427
H -2.897 -0.893 1.295
H -4.001 -3.255 0.551
H -2.512 -3.580 1.410
H -3.143 -3.560 -1.531
H -2.227 -4.780 -0.778
H -1.442 -2.013 -1.861
H -0.485 -3.452 -1.995
H 0.677 -2.255 -0.318
H -0.393 -3.432 0.535
H 3.456 -1.741 0.387
H 5.111 -3.496 0.131
H 4.875 -5.639 1.686
H 3.163 -5.548 3.410
H 1.393 -3.865 3.446
H 3.137 -1.304 4.739
H 3.241 -0.061 6.761
H 1.819 2.046 7.098
H -0.018 2.517 5.384
H -0.114 1.053 3.367
F -2.923 -5.289 -7.823
C -3.856 -4.462 -8.294
F -3.560 -3.261 -8.153
F -5.028 -4.745 -7.882
F -2.635 -0.176 -2.297
P -4.293 0.035 -2.669
F -5.866 0.216 -2.925
F -3.951 1.579 -2.842
F -4.029 -0.274 -4.210
F -4.621 0.356 -1.073
F -4.549 -1.591 -2.385
*
```



Record 4
This record from OMol25 describes a molecular structure, C50H53F5IrN4OP3SbSe4. The level of theory is the ωB97M-V functional and the def2-TZVPD basis.

Results
Molar mass, g mol⁻¹: 1543.730
Kohn-Sham gap (alpha / beta), eV: 5.472 / 5.543
E, Ha: -13705.1690

The geometry in ORCA input format:
```
! wB97M-V def2-TZVPD RIJCOSX def2/J DEFGRID3
* xyz -1 5
Ir 0.251 1.041 0.468
Se 4.731 -1.128 4.400
Sb 2.980 0.465 4.876
Se 2.004 3.036 3.287
Se 1.535 0.957 2.426
Se 1.455 -0.202 6.592
C -3.074 -3.018 1.046
N -3.952 -1.935 1.475
C -3.415 -0.647 1.932
P -1.582 -0.143 1.690
C -0.774 -1.449 2.697
C -1.255 -1.841 3.943
C -0.539 -2.731 4.733
C 0.655 -3.262 4.267
C 1.110 -2.927 2.998
C 0.400 -2.027 2.219
C -1.807 1.297 2.824
C -1.464 1.360 4.170
C -1.581 2.552 4.872
C -2.068 3.690 4.250
C -2.423 3.639 2.908
C -2.278 2.456 2.200
C -5.209 -2.254 1.980
C -5.676 -3.577 2.061
C -6.947 -3.856 2.537
C -7.797 -2.848 2.958
C -7.340 -1.540 2.898
C -6.076 -1.239 2.423
P -1.928 -2.379 -0.278
C -3.251 -1.849 -1.444
C -3.465 -0.487 -1.603
C -4.451 -0.018 -2.460
C -5.247 -0.912 -3.159
C -5.059 -2.279 -2.989
C -4.068 -2.740 -2.138
C -1.309 -3.926 -1.013
C -0.781 -4.901 -0.163
C -0.164 -6.032 -0.676
C -0.047 -6.199 -2.049
C -0.541 -5.223 -2.902
C -1.157 -4.091 -2.389
H -3.660 -3.811 0.588
H -2.508 -3.440 1.887
H -3.576 -0.549 3.011
H -3.965 0.172 1.456
H -2.190 -1.449 4.321
H -0.894 -2.973 5.725
H 1.241 -3.915 4.900
H 2.037 -3.340 2.626
H 0.774 -1.742 1.235
H -1.045 0.503 4.686
H -1.262 2.580 5.906
H -2.147 4.619 4.799
H -2.793 4.524 2.406
H -2.521 2.436 1.140
H -5.044 -4.400 1.772
H -7.266 -4.889 2.588
H -8.786 -3.074 3.328
H -7.975 -0.730 3.231
H -5.765 -0.208 2.388
H -2.857 0.218 -1.051
H -4.583 1.048 -2.587
H -6.010 -0.549 -3.834
H -5.680 -2.984 -3.525
H -3.930 -3.808 -2.014
H -0.840 -4.774 0.911
H 0.244 -6.772 -0.001
H 0.435 -7.080 -2.451
H -0.437 -5.333 -3.973
H -1.523 -3.328 -3.068
F 1.811 -1.755 -0.900
C 1.057 -1.076 -1.815
C 0.213 -0.070 -1.403
C -0.486 0.521 -2.434
F -1.275 1.606 -2.194
C -0.423 0.128 -3.762
F -1.159 0.736 -4.719
C 0.450 -0.892 -4.118
F 0.568 -1.281 -5.405
C 1.210 -1.494 -3.129
F 2.070 -2.482 -3.457
O 1.702 2.507 -0.693
P 3.112 2.829 -1.037
N 3.704 4.029 -0.078
C 2.854 5.194 0.177
C 3.443 6.271 -0.737
C 4.954 5.978 -0.725
C 5.073 4.535 -0.178
N 4.235 1.646 -0.860
C 4.665 1.217 0.502
C 4.580 -0.304 0.461
C 4.881 -0.619 -1.002
C 4.102 0.463 -1.736
N 3.133 3.252 -2.642
C 4.385 3.405 -3.398
C 4.067 2.890 -4.819
C 2.764 2.101 -4.669
C 2.050 2.858 -3.561
H 2.948 5.470 1.231
H 1.810 4.956 -0.014
H 3.207 7.281 -0.403
H 3.043 6.140 -1.743
H 5.488 6.673 -0.078
H 5.384 6.065 -1.722
H 5.512 4.547 0.823
H 5.682 3.880 -0.797
H 4.026 1.655 1.270
H 5.687 1.559 0.684
H 3.565 -0.623 0.713
H 5.264 -0.775 1.168
H 4.581 -1.619 -1.309
H 5.950 -0.499 -1.194
H 3.054 0.172 -1.833
H 4.498 0.667 -2.731
H 5.181 2.831 -2.922
H 4.701 4.451 -3.428
H 4.884 2.289 -5.219
H 3.911 3.733 -5.494
H 2.963 1.078 -4.349
H 2.184 2.063 -5.590
H 1.294 2.279 -3.027
H 1.567 3.752 -3.971
*
```



Q: E of number 1 (C50H49As2FMnOSe)?
A: -10133.7791 Ha



Q: Among the records above, which one has the highest molar mass?
A: C50H53F5IrN4OP3SbSe4